Record 1
85
Properties=species:S:1:pos:R:3:mulliken_spin:R:1 method="wB97M-V/def2-TZVPD" multiplicity=2 e_tot_ha=-4286.394282 gap_ev="6.98 / 5.93" s2=0.763 de_lowest_kcal_mol=0.0 lumo_ev="-6.60 / -7.54" charge=+2
Os 0.147 1.009 0.037 0.51
S -1.147 6.766 -1.051 0.00
Sb -2.171 5.129 -0.092 0.00
S -0.084 3.566 0.342 0.13
S -0.531 2.729 -1.443 0.33
C 0.827 2.132 3.206 0.00
P 0.801 0.588 2.244 0.02
C -0.027 -0.518 3.415 -0.01
C 2.558 0.106 2.259 0.02
C 3.155 -0.586 3.308 0.00
C 4.523 -0.824 3.295 0.00
C 5.305 -0.359 2.250 0.00
C 4.715 0.329 1.200 0.00
C 3.342 0.550 1.193 -0.02
P 2.501 1.429 -0.162 -0.04
C 3.058 3.148 0.030 0.01
C 3.324 0.999 -1.722 0.00
H 1.463 1.999 4.083 0.00
H -0.181 2.389 3.531 0.00
H 1.220 2.946 2.603 0.00
H 0.477 -0.453 4.380 0.00
H -0.016 -1.547 3.079 0.00
H -1.055 -0.190 3.569 0.00
H 2.573 -0.959 4.139 0.00
H 4.978 -1.373 4.108 0.00
H 6.372 -0.535 2.250 0.00
H 5.335 0.684 0.385 0.00
H 4.133 3.193 -0.156 0.00
H 2.861 3.509 1.038 0.00
H 2.546 3.792 -0.685 0.00
H 4.399 0.902 -1.573 0.00
H 3.146 1.821 -2.418 0.00
H 2.940 0.086 -2.163 0.00
C -1.411 -2.065 0.291 0.00
C -2.439 -1.097 0.891 0.00
P -2.246 0.496 0.035 0.04
C -3.316 1.734 0.823 0.02
C -4.401 2.294 0.151 0.01
C -5.204 3.236 0.783 0.00
C -4.924 3.631 2.082 0.00
C -3.836 3.081 2.756 0.00
C -3.039 2.140 2.127 -0.01
C -3.068 0.109 -1.559 0.02
C -4.334 -0.487 -1.516 0.00
C -5.011 -0.810 -2.679 0.00
C -4.433 -0.550 -3.913 0.00
C -3.177 0.028 -3.978 0.00
C -2.501 0.356 -2.810 -0.01
P 0.138 -1.273 -0.382 -0.04
C 0.132 -1.683 -2.154 -0.02
C 0.563 -0.747 -3.090 0.04
C 0.628 -1.072 -4.438 0.01
C 0.255 -2.339 -4.858 0.00
C -0.175 -3.281 -3.932 0.00
C -0.226 -2.960 -2.585 -0.01
C 1.482 -2.332 0.251 0.01
C 2.706 -2.255 -0.418 0.01
C 3.783 -3.032 -0.032 0.00
C 3.649 -3.925 1.024 0.00
C 2.438 -4.028 1.685 0.00
C 1.361 -3.236 1.304 0.00
H -1.869 -2.602 -0.540 0.00
H -1.140 -2.813 1.030 0.00
H -2.256 -0.927 1.950 0.00
H -3.450 -1.486 0.799 0.00
H -4.631 1.988 -0.862 0.00
H -6.055 3.652 0.261 0.00
H -5.555 4.358 2.576 0.00
H -3.621 3.382 3.773 0.00
H -2.193 1.713 2.654 0.01
H -4.812 -0.685 -0.564 0.00
H -5.991 -1.265 -2.623 0.00
H -4.961 -0.804 -4.823 0.00
H -2.714 0.214 -4.938 0.00
H -1.504 0.750 -2.897 -0.01
H 0.818 0.254 -2.762 -0.02
H 0.967 -0.337 -5.157 0.00
H 0.302 -2.597 -5.908 0.00
H -0.461 -4.271 -4.259 0.00
H -0.525 -3.723 -1.876 0.00
H 2.813 -1.594 -1.268 0.00
H 4.720 -2.958 -0.567 0.00
H 4.483 -4.549 1.316 0.00
H 2.319 -4.733 2.497 0.00
H 0.437 -3.359 1.848 0.00

=====

Record 2
52
Properties=species:S:1:pos:R:3:mulliken_spin:R:1 method="wB97M-V/def2-TZVPD" multiplicity=2 e_tot_ha=-3443.484382 gap_ev="8.07 / 8.17" s2=1.181 lumo_ev="-2.73 / -2.87" charge=+1
Mn -0.117 0.437 0.584 0.96
C -3.610 2.179 -1.912 0.00
N -3.886 1.218 -0.864 0.00
C -4.901 0.287 -0.858 0.00
C -4.757 -0.435 0.276 0.00
N -3.663 0.043 0.958 0.01
B -3.183 -0.464 2.337 0.02
N -2.085 -1.609 2.193 -0.01
C -1.847 -2.410 3.286 0.00
C -0.904 -3.322 2.963 0.01
N -0.550 -3.072 1.658 0.01
C 0.360 -3.889 0.880 0.00
C -1.285 -2.023 1.198 -0.01
S -1.118 -1.426 -0.427 0.01
C -3.142 1.050 0.247 0.00
S -1.792 2.045 0.641 0.00
H -4.401 2.126 -2.656 0.00
H -2.656 1.954 -2.387 0.00
H -3.565 3.186 -1.504 0.00
H -5.628 0.225 -1.648 0.00
H -5.349 -1.247 0.658 0.00
H -4.114 -0.974 2.890 0.00
H -2.689 0.445 2.947 0.00
H -2.376 -2.258 4.211 0.00
H -0.455 -4.118 3.530 0.00
H 1.139 -4.278 1.533 0.00
H 0.797 -3.293 0.084 0.00
H -0.173 -4.725 0.427 0.00
Cl -0.581 0.753 6.186 0.00
C 0.356 0.109 4.901 0.00
C 1.424 -0.741 5.145 0.00
C 2.123 -1.250 4.062 0.00
C 1.741 -0.887 2.785 0.01
N 0.721 -0.055 2.552 -0.04
C 0.035 0.432 3.592 0.03
H 1.700 -0.987 6.161 0.00
H 2.955 -1.924 4.209 0.00
H 2.272 -1.254 1.914 0.00
H -0.798 1.090 3.370 -0.01
C 3.486 2.802 -0.858 0.00
C 2.740 3.617 0.200 0.00
C 1.905 2.543 0.875 0.01
O 1.588 1.583 -0.169 0.00
C 2.414 1.834 -1.329 0.00
H 4.315 2.259 -0.400 0.00
H 3.875 3.408 -1.672 0.00
H 2.100 4.367 -0.266 0.00
H 3.401 4.114 0.907 0.00
H 0.971 2.917 1.299 0.00
H 2.484 2.033 1.649 0.00
H 1.791 2.279 -2.108 0.00
H 2.808 0.884 -1.688 0.00

=====

Record 3
51
Properties=species:S:1:pos:R:3:mulliken_charge:R:1 method="wB97M-V/def2-TZVPD" e_tot_ha=-5132.288026 gap_ev=9.27 smiles="COC[C@H](CC(N)(N)N)OC[PH2]=S.ClCCl.ClCCl.ClCCl.ClCCl" lumo_ev=0.38
C -1.105 -0.686 1.585 0.13
O -1.413 0.489 0.756 -0.39
C -2.577 0.247 -0.111 -0.68
C -2.184 -0.421 -1.585 0.93
C -1.248 0.725 -2.342 -0.98
C -0.003 0.100 -3.206 0.39
N -0.554 -0.481 -4.503 -0.60
N 0.907 -0.835 -2.440 -0.52
N 0.874 1.303 -3.612 -0.61
O -3.456 -0.607 -2.299 -0.39
C -3.632 -1.985 -2.785 -0.33
P -3.667 -3.305 -1.361 0.19
S -4.910 -2.864 0.071 -0.38
H -1.989 -1.466 1.676 0.24
H -0.926 -0.280 2.687 -0.35
H -0.116 -1.189 1.156 0.19
H -3.095 1.289 -0.375 0.26
H -3.426 -0.378 0.440 0.21
H -1.515 -1.377 -1.501 0.01
H -0.807 1.506 -1.583 0.20
H -1.999 1.329 -3.045 0.24
H -0.868 -1.470 -4.383 0.20
H 0.193 -0.378 -5.225 0.28
H 0.879 -0.621 -1.419 0.26
H 0.541 -1.828 -2.509 0.29
H 1.803 0.909 -3.917 0.22
H 0.455 1.725 -4.487 0.28
H -4.718 -2.033 -3.278 0.35
H -2.891 -2.287 -3.662 0.17
H -2.269 -3.406 -0.919 0.07
H -3.991 -4.566 -2.028 0.13
C 4.229 2.452 -2.873 0.20
Cl 4.427 0.899 -3.693 -0.20
Cl 4.853 2.383 -1.220 -0.19
H 4.774 3.220 -3.427 -0.05
H 3.166 2.705 -2.841 0.24
C 0.363 -1.100 5.936 0.32
Cl -0.038 0.317 4.959 -0.19
Cl -0.370 -2.563 5.267 -0.16
H 1.448 -1.223 5.956 0.28
H -0.010 -0.948 6.952 -0.27
C -1.426 -2.340 9.860 -0.25
Cl -0.608 -0.840 9.406 -0.17
Cl -2.509 -2.887 8.575 -0.13
H -0.676 -3.112 10.046 0.26
H -2.010 -2.166 10.767 0.28
C 6.335 5.674 -1.789 -0.17
Cl 5.810 5.372 -3.449 -0.18
Cl 7.986 5.100 -1.529 -0.14
H 6.297 6.748 -1.593 0.31
H 5.664 5.150 -1.103 0.18

=====

Record 4
19
Properties=species:S:1:pos:R:3:mulliken_spin:R:1 method="wB97M-V/def2-TZVPD" multiplicity=2 e_tot_ha=-198.456384 gap_ev="13.24 / 4.17" s2=0.754 de_lowest_kcal_mol=19.2 lumo_ev="-2.90 / -10.88" charge=+1
C -0.110 1.967 1.420 0.10
C -1.612 1.612 1.702 0.08
H 0.616 1.238 1.708 0.00
H -0.120 1.999 0.299 0.09
H 0.181 2.967 1.785 0.00
H -1.871 0.692 1.178 -0.01
H -1.547 1.650 2.780 0.05
H -2.318 2.328 1.268 0.00
C 0.800 -0.859 -0.948 0.16
C 1.059 -1.286 -2.368 0.06
C -0.009 -1.768 -0.002 0.04
H 1.673 -0.605 -0.372 0.04
H 0.332 0.240 -0.932 0.22
H 0.170 -1.380 -3.062 0.02
H 0.630 -2.699 0.071 0.07
H -0.136 -1.374 0.991 0.00
H -1.037 -1.904 -0.335 0.01
H 1.688 -0.560 -2.879 0.00
H 1.610 -2.257 -2.301 0.08